{"formula": "C4H6OS3", "method": "wB97M-V/def2-TZVPD", "relative_energy_kcal_mol": 8.2, "gap_ev": 8.52, "smiles": "O=C(S)CCC(=S)S", "molar_mass_g_mol": 166.29, "charge": 0, "e_lumo_ev": -0.3, "elements": ["O", "C", "S", "C", "C", "C", "S", "S", "H", "H", "H", "H", "H", "H"], "xyz": [[1.700, 1.408, 0.534], [1.760, 0.232, 0.246], [3.218, -0.479, -0.548], [0.701, -0.887, 0.482], [-0.596, -0.468, 1.238], [-1.636, -0.057, 0.242], [-2.779, -1.070, -0.381], [-1.531, 1.515, -0.394], [2.486, -1.630, -0.839], [1.166, -1.524, 1.191], [0.517, -1.363, -0.525], [-0.397, 0.299, 1.957], [-0.963, -1.381, 1.778], [-0.325, 1.961, 0.102]], "lowdin_charge": [-0.017, -0.753, 0.814, -0.200, -0.282, -1.250, 0.620, 0.805, -0.092, 0.098, 0.127, 0.104, 0.120, -0.093]}



{"formula": "C5H32O10", "method": "wB97M-V/def2-TZVPD", "relative_energy_kcal_mol": 29.1, "gap_ev": 10.49, "smiles": "CCCCC.O.O.O.O.O.O.O.O.O.O", "molar_mass_g_mol": 252.30, "charge": 0, "e_lumo_ev": 0.0, "elements": ["C", "C", "C", "C", "C", "H", "H", "H", "H", "H", "H", "H", "H", "H", "H", "H", "H", "O", "H", "H", "O", "H", "H", "O", "H", "H", "O", "H", "H", "O", "H", "H", "O", "H", "H", "O", "H", "H", "O", "H", "H", "O", "H", "H", "O", "H", "H"], "xyz": [[-2.541, 1.422, 1.549], [-1.713, 2.668, 1.878], [-0.834, 3.032, 0.652], [0.644, 3.195, 1.023], [1.666, 2.921, -0.104], [-3.308, 0.977, 2.217], [-1.915, 0.679, 1.070], [-3.240, 1.667, 0.728], [-1.101, 2.379, 2.697], [-2.358, 3.497, 2.171], [-0.897, 2.183, -0.018], [-1.168, 3.889, 0.007], [0.873, 4.152, 1.475], [0.854, 2.523, 1.825], [1.569, 2.015, -0.698], [1.312, 3.697, -0.791], [2.619, 3.285, 0.224], [0.913, -0.850, -5.056], [1.082, 0.058, -5.143], [1.651, -1.016, -4.454], [-1.455, -1.065, 3.319], [-2.370, -1.240, 3.543], [-1.058, -1.825, 3.723], [2.040, -3.784, -2.133], [1.318, -4.164, -1.726], [1.928, -2.895, -1.756], [0.481, 0.134, -1.087], [0.121, 0.984, -0.836], [-0.022, -0.494, -0.576], [-0.678, -3.026, 0.186], [-0.433, -3.389, 1.024], [-1.548, -2.543, 0.163], [-2.859, -1.182, 0.024], [-2.582, -1.355, -0.848], [-3.676, -0.649, 0.014], [2.535, 0.043, -3.039], [3.274, 0.269, -2.397], [1.701, 0.220, -2.480], [2.326, -3.068, 1.337], [2.890, -3.762, 1.724], [2.037, -2.522, 2.138], [-1.484, -1.365, -3.643], [-0.617, -1.164, -4.152], [-1.623, -2.305, -3.888], [1.882, -1.078, 3.187], [1.079, -0.641, 3.563], [2.686, -0.508, 3.363]], "lowdin_charge": [-0.143, -0.227, -0.202, -0.263, -0.084, 0.081, 0.036, 0.074, 0.082, 0.105, 0.066, 0.132, 0.106, 0.081, 0.040, 0.076, 0.067, -0.035, 0.020, 0.029, -0.038, 0.043, 0.024, -0.032, -0.027, 0.033, -0.032, 0.004, 0.038, -0.061, 0.010, 0.015, -0.044, 0.014, 0.076, -0.120, 0.081, 0.036, -0.103, 0.038, 0.009, -0.130, 0.021, 0.037, -0.081, 0.055, 0.093]}



{"formula": "C35H59AsBaF6N2O9PSSe", "method": "wB97M-V/def2-TZVPD", "relative_energy_kcal_mol": 118.6, "gap_ev": [5.69, 4.03], "molar_mass_g_mol": 1120.10, "multiplicity": 2, "charge": -2, "e_lumo_ev": [3.5, 1.8], "elements": ["Ba", "C", "C", "C", "C", "C", "C", "C", "Se", "C", "C", "C", "C", "C", "C", "O", "C", "C", "C", "C", "C", "C", "C", "C", "C", "O", "C", "C", "C", "C", "C", "C", "H", "H", "H", "H", "H", "H", "H", "H", "H", "H", "H", "H", "H", "H", "H", "H", "H", "H", "H", "H", "H", "H", "H", "H", "H", "H", "H", "H", "H", "H", "H", "H", "H", "H", "H", "H", "H", "H", "H", "H", "N", "C", "H", "N", "H", "H", "H", "F", "As", "F", "F", "F", "F", "F", "O", "S", "O", "O", "O", "C", "C", "O", "P", "O", "C", "C", "O", "C", "C", "H", "H", "H", "H", "H", "H", "H", "H", "H", "H", "H", "H", "H", "H", "H"], "xyz": [[-0.977, -0.222, 0.628], [3.234, 6.649, 3.235], [3.228, 5.894, 1.902], [4.679, 5.526, 1.555], [2.664, 6.833, 0.826], [2.399, 4.618, 1.948], [2.303, 3.819, 0.813], [1.639, 2.616, 0.855], [1.539, 1.555, -0.741], [0.354, 2.801, -1.625], [0.746, 3.730, -2.564], [-0.183, 4.609, -3.113], [-1.519, 4.445, -2.743], [-1.953, 3.510, -1.821], [-0.987, 2.680, -1.163], [-1.236, 1.838, -0.229], [-3.429, 3.316, -1.492], [-4.347, 4.255, -2.284], [-3.815, 1.871, -1.838], [-3.659, 3.558, 0.006], [0.282, 5.712, -4.059], [-0.861, 6.624, -4.513], [0.924, 5.091, -5.306], [1.317, 6.583, -3.331], [1.000, 2.104, 2.029], [0.492, 0.944, 1.999], [0.999, 2.998, 3.157], [1.716, 4.178, 3.083], [0.252, 2.724, 4.467], [-0.662, 1.497, 4.415], [-0.634, 3.932, 4.820], [1.285, 2.500, 5.585], [3.846, 7.547, 3.149], [3.646, 6.032, 4.032], [2.226, 6.954, 3.513], [5.308, 6.417, 1.517], [4.729, 5.024, 0.592], [5.078, 4.845, 2.305], [3.267, 7.740, 0.753], [1.642, 7.114, 1.074], [2.649, 6.346, -0.145], [2.756, 4.108, -0.127], [1.791, 3.762, -2.847], [-2.255, 5.082, -3.207], [-4.238, 4.097, -3.356], [-4.141, 5.300, -2.052], [-5.384, 4.049, -2.018], [-3.637, 1.680, -2.896], [-4.868, 1.696, -1.618], [-3.218, 1.180, -1.248], [-3.353, 4.570, 0.277], [-3.073, 2.845, 0.581], [-4.714, 3.428, 0.249], [-1.609, 6.064, -5.070], [-0.473, 7.409, -5.164], [-1.339, 7.098, -3.657], [0.186, 4.499, -5.845], [1.745, 4.436, -5.031], [1.305, 5.867, -5.974], [0.885, 6.986, -2.416], [1.637, 7.414, -3.962], [2.194, 6.000, -3.062], [1.731, 4.799, 3.966], [-1.365, 1.570, 3.588], [-1.218, 1.416, 5.351], [-0.071, 0.597, 4.279], [-1.318, 4.137, 3.998], [-0.048, 4.829, 5.009], [-1.218, 3.719, 5.716], [1.919, 1.652, 5.333], [0.785, 2.294, 6.532], [1.923, 3.374, 5.717], [-0.955, -1.603, -2.577], [-0.965, -0.545, -2.118], [-0.877, -2.556, -2.866], [3.145, -0.320, 0.550], [3.447, -0.699, -0.341], [2.312, -0.840, 0.811], [3.866, -0.526, 1.232], [1.581, -2.651, -1.727], [2.549, -2.223, -3.092], [3.966, -1.981, -2.070], [3.019, -3.943, -3.241], [3.566, -1.884, -4.503], [1.209, -2.556, -4.199], [2.123, -0.545, -2.985], [-2.943, -0.298, 1.733], [-3.093, -1.690, 1.326], [-2.283, -1.923, 0.113], [-2.461, -2.545, 2.440], [-4.469, -2.094, 1.158], [1.262, -2.550, 4.886], [-0.171, -2.648, 4.373], [-0.251, -3.502, 3.261], [-0.583, -2.814, 1.788], [1.028, -2.844, 1.207], [1.783, -4.038, 1.174], [3.266, -3.698, 1.137], [-0.920, -4.175, 0.998], [-2.158, -4.789, 0.732], [-2.350, -6.001, 1.634], [1.317, -1.828, 5.699], [1.913, -2.229, 4.075], [1.604, -3.519, 5.250], [-0.536, -1.650, 4.112], [-0.826, -3.057, 5.153], [1.517, -4.616, 0.284], [1.546, -4.640, 2.060], [3.512, -3.251, 0.175], [3.871, -4.596, 1.268], [3.499, -2.990, 1.930], [-2.127, -5.094, -0.321], [-2.979, -4.088, 0.865], [-1.549, -6.721, 1.469], [-3.309, -6.475, 1.427], [-2.322, -5.672, 2.671]], "lowdin_spin": [0.013, 0.001, 0.018, 0.009, 0.009, 0.149, -0.024, 0.157, 0.064, 0.019, 0.001, 0.005, 0.003, 0.005, 0.008, 0.004, 0.001, 0.000, 0.000, 0.000, 0.001, 0.000, 0.000, 0.000, 0.085, 0.309, 0.129, 0.004, 0.011, -0.001, 0.005, 0.007, 0.000, 0.000, 0.000, 0.001, 0.000, 0.000, 0.001, 0.000, 0.000, -0.003, 0.000, 0.000, 0.000, 0.000, 0.000, 0.000, 0.000, 0.000, 0.000, 0.000, 0.000, 0.000, 0.000, 0.000, 0.000, 0.000, 0.000, 0.000, 0.000, 0.000, -0.002, 0.000, 0.000, 0.000, 0.000, 0.000, 0.000, 0.000, 0.001, 0.000, 0.000, 0.001, 0.000, 0.000, 0.000, 0.000, 0.000, 0.000, 0.000, 0.000, 0.000, 0.000, 0.000, 0.000, 0.000, 0.000, 0.006, 0.000, 0.000, 0.000, 0.000, 0.000, 0.000, 0.000, 0.000, 0.000, 0.000, 0.000, 0.000, 0.000, 0.000, 0.000, 0.000, 0.000, 0.000, 0.000, 0.000, 0.000, 0.000, 0.000, 0.000, 0.000, 0.000, 0.000]}



{"formula": "C4H4O2S", "method": "wB97M-V/def2-TZVPD", "relative_energy_kcal_mol": 36.2, "gap_ev": 8.00, "smiles": "C=COC(=O)C=S", "molar_mass_g_mol": 116.14, "charge": 0, "e_lumo_ev": -1.4, "elements": ["C", "C", "O", "C", "O", "C", "S", "H", "H", "H", "H"], "xyz": [[2.767, -1.075, 1.796], [1.926, -1.012, 0.770], [0.832, -0.168, 0.837], [0.010, -0.138, -0.246], [0.150, -0.777, -1.246], [-1.113, 0.834, 0.035], [-2.285, 1.149, -1.009], [3.630, -1.754, 1.721], [2.588, -0.474, 2.682], [2.002, -1.563, -0.147], [-1.054, 1.314, 1.033]], "lowdin_charge": [0.050, -0.173, 0.006, -0.552, 0.110, -0.558, 0.794, 0.071, 0.068, 0.113, 0.071]}



{"formula": "C6H4O", "method": "wB97M-V/def2-TZVPD", "relative_energy_kcal_mol": 60.6, "gap_ev": 9.73, "molar_mass_g_mol": 92.10, "charge": 0, "e_lumo_ev": 0.2, "elements": ["C", "C", "C", "C", "C", "C", "O", "H", "H", "H", "H"], "xyz": [[-0.707, -2.775, -1.405], [-0.524, -1.722, -0.743], [-0.238, -0.513, -0.084], [0.905, -0.064, 0.513], [0.657, 1.283, 0.887], [-0.617, 1.548, 0.481], [-1.175, 0.483, -0.110], [-0.198, -1.979, -2.108], [1.809, -0.646, 0.639], [1.332, 1.960, 1.389], [-1.244, 2.426, 0.542]], "lowdin_charge": [0.032, -0.087, -0.305, 0.006, -0.045, -0.099, 0.057, 0.077, 0.126, 0.108, 0.131]}



{"formula": "C8H8N3PPb", "method": "wB97M-V/def2-TZVPD", "relative_energy_kcal_mol": 87.5, "gap_ev": 2.61, "molar_mass_g_mol": 384.35, "charge": 2, "e_lumo_ev": -11.3, "elements": ["N", "P", "C", "C", "C", "C", "C", "N", "C", "C", "N", "C", "H", "H", "H", "H", "H", "H", "H", "H", "Pb"], "xyz": [[-3.516, 0.325, -1.830], [-2.532, -0.493, -0.880], [-0.787, 0.254, -0.809], [-0.382, 1.379, -1.667], [1.017, 1.955, -1.568], [1.952, 1.360, -0.619], [1.601, 0.218, 0.300], [2.599, -0.224, 1.164], [2.099, -1.229, 1.950], [0.717, -1.808, 1.876], [-0.249, -1.370, 0.968], [0.200, -0.332, 0.190], [-3.022, 1.116, -2.253], [-3.143, -0.475, 0.430], [-2.488, -1.829, -1.419], [-1.097, 1.857, -2.391], [1.355, 2.815, -2.210], [2.983, 1.812, -0.563], [2.798, -1.661, 2.726], [0.433, -2.649, 2.584], [-0.538, -1.023, 4.021]], "lowdin_charge": [-0.290, 0.727, -0.227, 0.016, 0.036, 0.038, -0.138, 0.159, -0.092, -0.364, 0.051, -0.192, -0.047, -0.005, 0.031, 0.120, 0.138, 0.137, 0.139, 0.051, 1.711]}